(1)
C2H5N3S | ωB97M-V/def2-TZVPD

Values from the calculation:
SMILES string = C=NNC(N)=S
energy above the lowest of the compared OMol25 structures with the same formula, charge and spin = 3.057 eV
net charge = 0

Element x y z (Å)
C1 -2.910 -0.400 0.161
N1 -1.787 0.284 -0.154
N2 -0.640 -0.413 -0.276
C2 0.618 0.289 -0.070
N3 0.723 1.673 0.071
S1 1.968 -0.727 0.069
H1 -2.874 -1.432 0.556
H2 -3.960 0.012 0.499
H3 -0.476 -1.406 -0.317
H4 -0.177 2.098 -0.314
H5 1.674 2.212 0.444

These are the Löwdin partial charges, in e, on atoms 1 to 8: atom 1 (C): -0.04, atom 2 (N): -0.06, atom 3 (N): -0.10, atom 4 (C): -0.87, atom 5 (N): 0.02, atom 6 (S): 0.51, atom 7 (H): 0.05, atom 8 (H): 0.09

(2)
C19H34NO16S4 | ωB97M-V/def2-TZVPD

Values from the calculation:
net charge = +1

Element x y z (Å)
C1 -1.483 6.148 2.375
C2 -2.400 5.215 2.148
C3 -3.210 3.835 2.292
N1 -2.616 2.714 1.870
C4 -3.326 1.369 2.026
C5 -2.194 0.552 2.891
C6 -2.846 -0.671 3.768
C7 -1.048 -0.031 1.914
C8 0.265 0.899 1.766
C9 0.886 1.423 3.171
C10 -4.650 1.888 2.814
C11 -4.672 3.533 2.901
H1 -0.677 6.959 2.580
H2 -1.668 2.893 1.472
H3 -3.472 0.924 0.961
H4 -1.811 1.316 3.676
H5 -2.646 -1.712 3.310
H6 -2.260 -0.656 4.779
H7 -3.947 -0.494 4.042
H8 -0.686 -1.099 2.186
H9 -1.499 -0.131 0.839
H10 0.133 1.784 1.035
H11 1.089 0.222 1.289
H12 0.725 0.688 4.044
H13 1.988 1.719 3.003
H14 0.317 2.406 3.432
H15 -4.372 1.615 3.912
H16 -5.655 1.366 2.554
H17 -5.469 3.904 2.159
H18 -4.810 3.836 4.019
C12 -4.266 3.521 -2.797
C13 -4.752 2.645 -1.651
O1 -5.158 1.423 -2.262
S1 -4.223 1.146 -3.564
O2 -3.176 0.243 -3.180
O3 -5.075 0.917 -4.693
O4 -3.587 2.636 -3.688
H19 -5.106 3.968 -3.335
H20 -3.592 4.310 -2.457
H21 -5.581 3.096 -1.105
H22 -3.937 2.418 -0.954
C14 2.587 -2.643 -2.346
C15 3.534 -1.472 -2.129
O5 3.341 -1.086 -0.768
S2 2.972 -2.404 0.109
O6 4.171 -2.876 0.741
O7 1.760 -2.139 0.835
O8 2.629 -3.394 -1.132
H23 1.560 -2.297 -2.498
H24 2.888 -3.265 -3.190
H25 3.324 -0.637 -2.800
H26 4.577 -1.780 -2.248
C16 7.126 0.286 2.833
C17 7.799 -1.038 3.165
O9 7.254 -1.976 2.238
S3 6.921 -1.210 0.843
O10 8.016 -1.427 -0.060
O11 5.555 -1.479 0.493
O12 7.024 0.312 1.409
H27 6.115 0.330 3.248
H28 7.702 1.142 3.189
H29 7.608 -1.356 4.191
H30 8.879 -0.985 2.997
C18 -1.294 -3.970 -4.982
C19 -0.665 -5.346 -5.146
O13 0.424 -5.151 -6.048
S4 1.034 -3.662 -5.828
O14 2.177 -3.767 -4.964
O15 1.076 -2.996 -7.096
O16 -0.199 -3.053 -4.963
H31 -1.931 -3.722 -5.836
H32 -1.875 -3.889 -4.061
H33 -1.367 -6.080 -5.543
H34 -0.257 -5.710 -4.198

These are the Löwdin partial charges, in e, on atoms 1 to 8: atom 1 (C): 0.16, atom 2 (C): 0.01, atom 3 (C): -0.11, atom 4 (N): 0.11, atom 5 (C): -0.18, atom 6 (C): -0.29, atom 7 (C): -0.07, atom 8 (C): -0.17

(3)
C5H10O | ωB97M-V/def2-TZVPD

Values from the calculation:
SMILES string = CC(C)[C@H]1CO1
energy above the lowest of the compared OMol25 structures with the same formula, charge and spin = 1.505 eV
net charge = 0

Element x y z (Å)
C1 -0.587 1.298 -0.871
C2 -0.555 0.073 0.068
C3 -1.485 -1.007 -0.507
C4 0.917 -0.390 0.072
C5 2.033 -0.039 0.966
O1 1.574 -1.378 0.869
H1 -0.075 2.167 -0.444
H2 -1.614 1.596 -1.111
H3 -0.097 1.057 -1.824
H4 -0.937 0.386 1.050
H5 -2.503 -0.621 -0.651
H6 -1.548 -1.889 0.137
H7 -1.126 -1.331 -1.492
H8 1.199 -0.564 -0.966
H9 3.002 0.218 0.529
H10 1.888 0.373 1.964

These are the Löwdin partial charges, in e, on atoms 1 to 8: atom 1 (C): -0.08, atom 2 (C): -0.37, atom 3 (C): -0.08, atom 4 (C): -0.28, atom 5 (C): -0.12, atom 6 (O): -0.04, atom 7 (H): 0.08, atom 8 (H): 0.08

(4)
C24H24AgN5O4S | ωB97M-V/def2-TZVPD

Values from the calculation:
energy above the lowest of the compared OMol25 structures with the same formula, charge and spin = 0.000 eV
net charge = -2

Element x y z (Å)
Ag1 1.551 0.800 0.479
C1 3.076 4.909 1.113
C2 2.369 3.577 1.414
O1 2.858 2.583 0.802
C3 1.261 3.639 2.318
C4 0.342 2.603 2.706
C5 -0.936 3.034 3.382
N1 0.540 1.325 2.476
N2 -0.502 0.475 2.860
C6 -0.381 -0.699 2.298
O2 0.498 -1.173 1.507
C7 -1.529 -1.654 2.644
C8 -2.282 -1.477 3.804
C9 -3.370 -2.295 4.041
C10 -3.756 -3.240 3.102
C11 -3.016 -3.440 1.965
C12 -1.899 -2.652 1.720
H1 4.141 4.799 1.289
H2 2.760 5.747 1.766
H3 2.917 5.154 0.052
H4 1.048 4.639 2.608
H5 -0.886 4.116 3.551
H6 -1.125 2.528 4.315
H7 -1.746 2.806 2.698
H8 -1.998 -0.730 4.517
H9 -3.998 -2.111 4.908
H10 -4.641 -3.847 3.262
H11 -3.339 -4.147 1.211
H12 -1.309 -2.783 0.854
S1 4.892 -0.963 1.423
C13 3.875 -1.675 0.244
N3 2.722 -2.231 0.537
C14 1.809 -2.789 -0.480
C15 1.864 -1.991 -1.752
C16 3.326 -2.019 -2.229
N4 4.281 -1.860 -1.068
H13 2.334 -2.040 1.465
H14 0.799 -2.746 -0.079
H15 2.138 -3.815 -0.686
H16 1.539 -0.926 -1.557
H17 1.221 -2.509 -2.451
H18 3.560 -1.185 -2.885
H19 3.601 -2.931 -2.761
H20 5.047 -1.221 -1.282
O3 -2.229 1.475 -0.578
C17 -1.617 1.186 -1.573
N5 -0.258 1.047 -1.685
C18 0.104 0.816 -2.970
O4 1.240 0.725 -3.429
C19 -1.145 0.592 -3.795
C20 -1.320 0.125 -5.078
C21 -2.614 -0.023 -5.557
C22 -3.671 0.318 -4.761
C23 -3.534 0.710 -3.429
C24 -2.237 0.861 -2.947
H21 -0.501 -0.187 -5.723
H22 -2.809 -0.304 -6.585
H23 -4.663 0.175 -5.164
H24 -4.404 0.896 -2.828

These are the Löwdin partial charges, in e, on atoms 1 to 8: atom 1 (Ag): 0.76, atom 2 (C): -0.07, atom 3 (C): -0.51, atom 4 (O): -0.17, atom 5 (C): -0.07, atom 6 (C): -0.37, atom 7 (C): -0.07, atom 8 (N): -0.05

(5)
C3H6N2S | ωB97M-V/def2-TZVPD

Values from the calculation:
SMILES string = C#[N+][S-].[H]/N=C/C
energy above the lowest of the compared OMol25 structures with the same formula, charge and spin = 3.799 eV
net charge = 0

Element x y z (Å)
C1 1.144 -1.364 0.643
N1 1.972 -0.793 0.063
S1 3.022 0.240 -0.476
H1 0.193 -1.773 0.612
H2 -0.460 1.251 2.065
N2 -0.203 1.184 1.072
C2 -0.940 0.423 0.430
C3 -0.786 0.326 -1.093
H3 -1.639 -0.308 0.938
H4 -0.438 -0.742 -1.218
H5 -0.068 0.894 -1.559
H6 -1.796 0.662 -1.477

These are the Löwdin partial charges, in e, on atoms 1 to 8: atom 1 (C): 0.01, atom 2 (N): -0.66, atom 3 (S): 0.58, atom 4 (H): 0.06, atom 5 (H): 0.06, atom 6 (N): 0.08, atom 7 (C): -0.37, atom 8 (C): -0.09

(6)
C3H3FOS | ωB97M-V/def2-TZVPD

Values from the calculation:
energy above the lowest of the compared OMol25 structures with the same formula, charge and spin = 1.095 eV
net charge = 0

Element x y z (Å)
C1 0.370 0.319 0.547
C2 -0.488 -0.909 0.265
C3 0.086 0.628 -0.874
H1 -0.002 0.999 1.276
H2 -1.440 -0.997 0.843
H3 -0.011 -1.870 0.166
O1 -0.681 -0.400 -1.078
F1 1.764 0.332 0.675
S1 0.402 1.896 -1.820

These are the Löwdin partial charges, in e, on atoms 1 to 8: atom 1 (C): -0.26, atom 2 (C): -0.04, atom 3 (C): -0.87, atom 4 (H): 0.15, atom 5 (H): 0.14, atom 6 (H): 0.13, atom 7 (O): 0.00, atom 8 (F): 0.00

(7)
C26H32N4O7S | ωB97M-V/def2-TZVPD

Values from the calculation:
SMILES string = COCCCNC(=O)Cn1c(=O)n(CCCCCC(=O)NCc2ccc3c(c2)OCO3)c(=O)c2sccc21
energy above the lowest of the compared OMol25 structures with the same formula, charge and spin = 0.160 eV
net charge = 0

Element x y z (Å)
C1 -0.270 -5.555 1.472
O1 -0.520 -4.180 1.325
C2 -1.826 -3.859 0.893
C3 -2.079 -4.154 -0.589
C4 -1.178 -3.314 -1.499
N1 -1.634 -1.946 -1.590
C5 -2.216 -1.479 -2.701
O2 -2.348 -2.122 -3.725
C6 -2.756 -0.047 -2.635
N2 -2.162 0.830 -1.650
C7 -2.995 1.443 -0.736
O3 -4.178 1.171 -0.689
N3 -2.429 2.391 0.099
C8 -3.348 3.161 0.939
C9 -3.138 3.031 2.448
C10 -3.531 1.685 3.055
C11 -2.719 0.486 2.569
C12 -1.214 0.613 2.818
C13 -0.443 -0.336 1.926
O4 -0.788 -0.573 0.778
N4 0.639 -0.896 2.490
C14 1.537 -1.790 1.783
C15 2.766 -1.062 1.303
C16 3.735 -0.667 2.214
C17 4.863 0.052 1.829
C18 4.979 0.359 0.495
C19 4.012 -0.039 -0.429
C20 2.898 -0.746 -0.051
O5 4.379 0.389 -1.678
C21 5.592 1.091 -1.507
O6 5.972 1.045 -0.149
C22 -1.087 2.771 0.120
O7 -0.685 3.637 0.874
C23 -0.291 2.054 -0.834
S1 1.406 2.266 -1.091
C24 1.366 1.129 -2.376
C25 0.133 0.602 -2.600
C26 -0.829 1.132 -1.708
H1 -0.259 -6.081 0.511
H2 0.714 -5.641 1.931
H3 -1.017 -6.025 2.123
H4 -1.925 -2.787 1.079
H5 -2.565 -4.394 1.508
H6 -1.901 -5.212 -0.789
H7 -3.123 -3.940 -0.817
H8 -0.155 -3.331 -1.112
H9 -1.192 -3.719 -2.514
H10 -1.514 -1.365 -0.770
H11 -2.654 0.388 -3.635
H12 -3.824 -0.110 -2.399
H13 -4.356 2.840 0.670
H14 -3.213 4.213 0.669
H15 -2.104 3.279 2.685
H16 -3.763 3.799 2.908
H17 -4.582 1.491 2.829
H18 -3.434 1.764 4.141
H19 -2.886 0.341 1.503
H20 -3.085 -0.412 3.075
H21 -0.876 1.618 2.557
H22 -0.978 0.440 3.869
H23 0.927 -0.589 3.406
H24 1.809 -2.605 2.460
H25 0.975 -2.204 0.946
H26 3.619 -0.927 3.256
H27 5.612 0.357 2.539
H28 2.152 -1.043 -0.769
H29 6.377 0.627 -2.125
H30 5.457 2.140 -1.817
H31 2.277 0.898 -2.891
H32 -0.077 -0.128 -3.359

These are the Löwdin partial charges, in e, on atoms 1 to 8: atom 1 (C): -0.10, atom 2 (O): -0.22, atom 3 (C): -0.22, atom 4 (C): -0.14, atom 5 (C): -0.16, atom 6 (N): 0.09, atom 7 (C): -0.50, atom 8 (O): 0.05

(8)
C10H11NS | ωB97M-V/def2-TZVPD

Values from the calculation:
SMILES string = C[C@H](C#N)[C@H](S)c1ccccc1
energy above the lowest of the compared OMol25 structures with the same formula, charge and spin = 0.477 eV
net charge = 0

Element x y z (Å)
C1 0.274 1.625 -2.430
C2 -0.237 0.536 -1.505
C3 -1.655 0.590 -1.373
N1 -2.783 0.647 -1.228
C4 0.531 0.569 -0.024
S1 2.313 0.600 -0.174
C5 0.101 -0.567 0.802
C6 -0.468 -0.424 2.094
C7 -1.034 -1.506 2.758
C8 -0.964 -2.729 2.176
C9 -0.308 -2.951 0.994
C10 0.280 -1.867 0.364
H1 0.147 2.557 -2.001
H2 1.227 1.421 -2.753
H3 -0.247 1.851 -3.293
H4 -0.090 -0.461 -1.976
H5 0.066 1.449 0.476
H6 2.352 -0.630 -0.053
H7 -0.612 0.573 2.577
H8 -1.458 -1.470 3.824
H9 -1.744 -3.505 2.584
H10 -0.206 -3.887 0.501
H11 0.890 -2.059 -0.455

These are the Löwdin partial charges, in e, on atoms 1 to 8: atom 1 (C): -0.07, atom 2 (C): -0.32, atom 3 (C): -0.24, atom 4 (N): 0.17, atom 5 (C): -0.56, atom 6 (S): 0.87, atom 7 (C): -0.31, atom 8 (C): -0.02

Number 1: lowest unoccupied orbital energy 0.276 eV. Number 2: lowest unoccupied orbital energy -4.869 eV. Number 3: lowest unoccupied orbital energy 1.136 eV. Number 4: lowest unoccupied orbital energy 4.601 eV. Number 5: lowest unoccupied orbital energy 0.193 eV. Number 6: lowest unoccupied orbital energy 0.086 eV. Number 7: lowest unoccupied orbital energy 0.446 eV. Number 8: lowest unoccupied orbital energy 0.646 eV.